[1]
Entry from the Open Molecules 2025 dataset: an isolated molecule of C36H33N5O5 (ωB97M-V with the def2-TZVPD basis set).

Computed properties:
HOMO level, eV: -8.61
LUMO energy, eV: -1.27
SMILES: CN1C(=O)[C@@H](Cc2ccccc2)N(/C=C/[C@H](c2ccc(C#N)cc2)C(c2ccc([N+](=O)[O-])cc2)c2ccc([N+](=O)[O-])cc2)C1(C)C
F_max, Eh/bohr: 0.0669
Gap between HOMO and LUMO, eV: 7.34

Positions of all 79 atoms, in Å:
C1 3.5924 -2.4194 4.3108
N1 2.6586 -1.5756 3.5981
C2 2.5957 -0.2373 3.8767
O1 3.1687 0.3332 4.7999
C3 1.6931 0.4069 2.8232
C4 2.4891 1.4424 2.0241
C5 2.7523 2.7081 2.8173
C6 4.0614 3.1898 2.9446
C7 4.3209 4.3013 3.7459
C8 3.2674 4.9659 4.3853
C9 1.9521 4.5208 4.2105
C10 1.6930 3.3953 3.4235
N2 1.2550 -0.7427 2.0364
C11 0.2005 -0.6254 1.1534
C12 0.0974 -1.0678 -0.1261
C13 -1.2047 -1.0837 -0.9387
C14 -1.4091 -2.5161 -1.5273
C15 -2.6568 -2.8994 -2.0478
C16 -2.7841 -4.0093 -2.8740
C17 -1.6423 -4.7885 -3.1271
C18 -1.6637 -5.8250 -4.1164
N3 -1.5991 -6.6433 -4.9506
C19 -0.4543 -4.5383 -2.4369
C20 -0.3475 -3.4087 -1.6227
C21 -1.2467 -0.0589 -2.0418
C22 -2.5242 -0.1437 -2.9277
C23 -2.4930 -0.7404 -4.2058
C24 -3.6115 -0.7283 -5.0281
C25 -4.7915 -0.1126 -4.5706
N4 -5.9945 -0.2200 -5.3290
O2 -7.0282 0.3091 -4.8519
O3 -5.9847 -0.8389 -6.4174
C26 -4.8345 0.5015 -3.3043
C27 -3.7321 0.4072 -2.4657
C28 -0.9700 1.4311 -1.6536
C29 -1.6908 2.5228 -2.1866
C30 -1.6076 3.7967 -1.6221
C31 -0.7531 3.9947 -0.5266
N5 -0.8113 5.1677 0.2737
O4 -0.1838 5.1757 1.3648
O5 -1.4872 6.1385 -0.1274
C32 0.1313 2.9744 -0.1417
C33 0.1225 1.7671 -0.8223
C34 2.0867 -1.9300 2.3063
C35 3.1991 -2.0807 1.2653
C36 1.2644 -3.2216 2.3959
H1 3.9463 -1.8760 5.1882
H2 3.1007 -3.3439 4.6294
H3 4.4611 -2.6819 3.6899
H4 0.8266 0.8686 3.3331
H5 3.4499 0.9873 1.7229
H6 1.9332 1.6620 1.0994
H7 4.8617 2.6594 2.4211
H8 5.3491 4.6418 3.8680
H9 3.4695 5.8301 5.0158
H10 1.1149 5.0392 4.6799
H11 0.6663 3.0509 3.2659
H12 -0.6280 -0.0015 1.5401
H13 1.0125 -1.3182 -0.6853
H14 -2.0353 -0.9171 -0.2320
H15 -3.5350 -2.2834 -1.8378
H16 -3.7353 -4.2344 -3.3613
H17 0.4052 -5.1969 -2.5824
H18 0.5958 -3.2359 -1.0949
H19 -0.4197 -0.3256 -2.7262
H20 -1.5873 -1.2426 -4.5540
H21 -3.6114 -1.1997 -6.0129
H22 -5.7478 1.0201 -3.0068
H23 -3.7885 0.8305 -1.4601
H24 -2.3281 2.4056 -3.0603
H25 -2.2326 4.6290 -1.9453
H26 0.7683 3.1634 0.7169
H27 0.9712 1.0762 -0.7104
H28 3.8329 -1.1829 1.2587
H29 3.8122 -2.9498 1.5357
H30 2.7698 -2.2370 0.2693
H31 0.5383 -3.1502 3.2171
H32 0.7374 -3.4133 1.4532
H33 1.9306 -4.0683 2.5999

***

[2]
Entry from the Open Molecules 2025 dataset: a structure of composition C36H34BrCl3N6NbO4PS (ωB97M-V with the def2-TZVPD basis set).

Computed properties:
Spin multiplicity: 2
Relative energy (zero: lowest compared OMol25 entry of this formula, charge and spin), kcal/mol: 42.47
HOMO level (spin up / spin down), eV: -9.40 / -9.40
LUMO energy (spin up / spin down), eV: -3.31 / -3.28
F_max, Eh/bohr: 0.0737
Gap between HOMO and LUMO (spin up / spin down), eV: 6.09 / 6.12
Charge: +1

Positions of all 87 atoms, in Å:
Nb1 0.7484 -8.1419 17.4834
Cl1 3.9237 -13.7517 20.3671
C1 3.0929 -12.3036 20.1757
C2 3.7313 -11.1574 19.6883
C3 3.0020 -9.9520 19.6252
Cl2 3.8521 -8.5837 19.0730
C4 1.6001 -9.9946 19.6150
O1 0.8340 -8.9051 19.3192
C5 0.9985 -11.1840 20.0665
Cl3 -0.7314 -11.1628 20.1145
C6 1.7130 -12.3139 20.3631
H1 4.7892 -11.2178 19.4492
H2 1.2508 -13.2985 20.6168
Br1 -0.1404 -5.9396 15.8008
C7 -1.5179 -7.1960 15.4017
C8 -2.1380 -7.2803 14.1711
C9 -3.4904 -7.7597 14.1791
C10 -4.0499 -8.4117 15.3322
C11 -3.3499 -8.4568 16.5314
C12 -3.8269 -9.0020 17.7923
C13 -3.1241 -8.7657 18.9732
C14 -1.8184 -8.2633 18.9706
C15 -1.1865 -7.9974 17.7509
C16 -1.9758 -7.8718 16.5729
H3 -1.5828 -6.8594 13.3543
H4 -3.9940 -7.8962 13.2191
H5 -5.0195 -8.8881 15.2671
H6 -4.8894 -9.3713 17.7187
H7 -3.6578 -9.0142 19.8826
H8 -1.3830 -8.0328 19.9245
N1 0.3407 -5.2988 19.4761
C17 1.6010 -5.4856 18.9846
N2 1.7499 -6.3694 17.9539
C18 3.0014 -6.2319 17.3141
C19 3.2906 -6.5999 15.9604
C20 4.5632 -6.2517 15.4523
C21 5.4914 -5.5239 16.2260
C22 5.2017 -5.1847 17.5764
C23 3.9182 -5.4545 18.0655
S1 3.0999 -4.7817 19.4616
H9 -0.4819 -5.5658 18.9810
H10 0.2847 -4.4347 20.0082
H11 2.7192 -7.3391 15.4312
H12 4.8103 -6.6124 14.4248
H13 6.3876 -5.0168 15.8516
H14 5.8882 -4.6816 18.2175
C24 -6.0109 -16.1901 16.4794
N3 -4.7088 -15.9042 15.9000
C25 -3.6487 -16.5390 16.6668
N4 -3.6844 -16.1952 18.0633
C26 -5.0144 -16.5093 18.6132
N5 -6.0669 -15.8864 17.8578
C27 -6.1345 -14.4237 17.9907
P1 -4.4760 -13.5661 17.3625
C28 -4.4869 -14.4570 15.7438
C29 -3.3129 -14.8007 18.2692
H15 -6.2786 -17.2810 16.2967
H16 -6.7830 -15.5644 15.9696
H17 -2.7200 -16.1392 16.2096
H18 -3.6647 -17.6657 16.5452
H19 -5.1037 -16.1189 19.5879
H20 -5.1568 -17.5624 18.5626
H21 -6.3782 -14.1454 19.0530
H22 -6.9390 -13.9811 17.3095
H23 -3.5432 -14.3398 15.1844
H24 -5.2818 -14.0937 15.0010
H25 -3.2262 -14.6244 19.3196
H26 -2.3152 -14.5872 17.8500
C30 0.6179 -10.8381 14.5423
C31 0.8412 -9.9497 15.7112
O2 0.5372 -10.3494 16.9033
O3 1.2538 -8.7357 15.5800
H27 -0.2145 -10.4235 13.9039
H28 0.4291 -11.8951 14.7236
H29 1.5137 -10.6956 13.9236
O4 -2.0599 -5.5963 20.7095
N6 -1.9018 -5.2981 21.9607
C32 -2.7183 -4.3510 22.5161
C33 -2.7340 -4.1786 23.9152
C34 -1.9199 -4.9503 24.7561
C35 -0.8740 -5.7697 24.1549
C36 -1.0707 -6.0258 22.7471
H30 -3.2831 -3.7477 21.8104
H31 -3.4210 -3.5215 24.3792
H32 -2.0642 -4.9748 25.8235
H33 -0.1203 -6.3537 24.6921
H34 -0.4936 -6.7068 22.1223

***

[3]
Entry from the Open Molecules 2025 dataset: the ion C36H34FN4 with charge +1 (ωB97M-V with the def2-TZVPD basis set).

Computed properties:
Relative energy (zero: lowest compared OMol25 entry of this formula, charge and spin), kcal/mol: 0.00
HOMO level, eV: -10.81
LUMO energy, eV: -2.98
SMILES: Fc1cccc([C@@H](c2ccccc2)[n+]2cc3c4c(c2)N(Cc2ccccc2)CCN4CCN3Cc2ccccc2)c1
F_max, Eh/bohr: 0.0538
Gap between HOMO and LUMO, eV: 7.83
Charge: +1

Positions of all 75 atoms, in Å:
F1 2.2746 -3.6788 -4.7494
C1 2.0375 -3.4897 -3.4106
C2 1.4707 -4.5050 -2.6669
C3 1.0770 -4.1915 -1.3666
C4 1.3482 -2.9384 -0.8130
C5 1.8422 -1.9026 -1.6286
C6 2.0107 -0.4924 -1.0596
C7 2.3540 0.6431 -2.0269
C8 2.9791 1.7788 -1.4973
C9 3.3837 2.8268 -2.3314
C10 3.2211 2.7179 -3.7239
C11 2.6422 1.5606 -4.2508
C12 2.1196 0.5885 -3.3942
N1 0.8811 -0.1279 -0.2412
C13 1.0352 0.4884 0.9756
C14 -0.0535 1.1239 1.5758
C15 -1.3195 1.0688 0.9234
C16 -1.4975 0.1594 -0.1527
C17 -0.3616 -0.4389 -0.6952
N2 -2.7832 -0.0767 -0.5928
C18 -3.1087 -1.2960 -1.3165
C19 -2.3340 -1.4810 -2.5867
C20 -2.2715 -2.7552 -3.1542
C21 -1.5155 -2.9637 -4.3077
C22 -0.8169 -1.9080 -4.8988
C23 -0.8556 -0.6412 -4.3159
C24 -1.6403 -0.4154 -3.1841
C25 -3.9378 0.5079 0.0597
C26 -3.6085 1.8648 0.6085
N3 -2.3963 1.7816 1.4047
C27 -2.1907 2.9824 2.1846
C28 -0.8179 3.0610 2.7972
N4 -0.0781 1.8077 2.7910
C29 1.0266 1.8144 3.7578
C30 0.7601 1.0964 5.0752
C31 1.8293 0.9126 5.9620
C32 1.6642 0.1984 7.1525
C33 0.4045 -0.3145 7.4935
C34 -0.6830 -0.0698 6.6468
C35 -0.5088 0.6516 5.4537
C36 2.3531 -2.2441 -2.8837
H1 1.3595 -5.4952 -3.0980
H2 0.5938 -4.9571 -0.7709
H3 1.1506 -2.7707 0.2512
H4 2.8585 -0.5397 -0.3844
H5 3.1769 1.8254 -0.4269
H6 3.8635 3.7163 -1.9182
H7 3.5580 3.5048 -4.4090
H8 2.5915 1.3677 -5.3245
H9 1.5600 -0.2538 -3.7951
H10 2.0359 0.3897 1.4031
H11 -0.3992 -1.1986 -1.4768
H12 -2.9910 -2.1761 -0.6611
H13 -4.1812 -1.2554 -1.5580
H14 -2.8184 -3.5766 -2.6794
H15 -1.4680 -3.9574 -4.7560
H16 -0.2360 -2.0612 -5.8117
H17 -0.2937 0.1945 -4.7348
H18 -1.6169 0.5646 -2.7030
H19 -4.2991 -0.1460 0.8722
H20 -4.7330 0.6019 -0.6937
H21 -4.4158 2.2284 1.2515
H22 -3.4663 2.5837 -0.2160
H23 -2.9662 3.0360 2.9576
H24 -2.3242 3.8605 1.5401
H25 -0.8983 3.4057 3.8329
H26 -0.2344 3.8050 2.2241
H27 1.2156 2.8698 4.0073
H28 1.9321 1.4139 3.2907
H29 2.8041 1.3244 5.6957
H30 2.5140 0.0338 7.8191
H31 0.2702 -0.8947 8.4105
H32 -1.6732 -0.4456 6.9085
H33 -1.3640 0.8484 4.8077
H34 2.9589 -1.5509 -3.4676